No. 1
# C2H4N2O2

A structure of composition C2H4N2O2 (the ωB97M-V functional and the def2-TZVPD basis, the Open Molecules 2025 dataset).

Geometry as XYZ:
```
10
Properties=species:S:1:pos:R:3:forces:R:3:mulliken_charge:R:1
C -0.26296 -0.76685 -0.00339 -2.184 1.294 1.040 -0.4741
C -0.30620 0.80728 -0.03798 -0.669 -2.435 -0.222 -0.1626
N -1.68476 -1.12890 -0.00062 -0.432 0.429 -0.079 -0.2940
N -2.34388 -0.12224 0.01741 -4.881 0.136 -0.085 0.4749
O -4.17026 -0.02225 -0.02615 4.056 -0.177 0.127 -0.4392
O -1.71800 1.08357 0.03969 -0.268 -0.391 0.172 -0.2268
H 0.09985 -1.36501 -0.75395 1.445 -0.487 -2.495 0.2958
H 0.07653 -1.27686 0.84350 1.015 -0.046 1.841 0.2689
H 0.10637 1.19600 0.87462 0.815 0.700 -0.348 0.2782
H -0.06546 1.08048 -1.04680 1.103 0.978 0.049 0.2789
```
Forces are in eV/Å.

Summary:
Relative energy (zero: lowest compared OMol25 entry of this formula, charge and spin) in kJ/mol: 854.3
HOMO-LUMO gap (alpha / beta) in eV: 9.94 / 9.97

***

No. 2
# C2H4N2O2

An isolated molecule of C2H4N2O2 (the ωB97M-V functional and the def2-TZVPD basis, the Open Molecules 2025 dataset).

Geometry as XYZ:
```
10
Properties=species:S:1:pos:R:3:forces:R:3:mulliken_charge:R:1
O -2.16398 0.19770 -0.54279 -0.957 0.650 0.601 -0.3754
N -1.18449 -0.38972 -1.31623 -0.616 0.511 0.652 -0.4134
C -0.12352 -0.31741 -0.62642 2.381 -2.858 -2.525 0.1240
C 0.03347 0.09490 0.73576 11.223 1.732 -3.865 -0.3157
N 1.25718 0.38230 1.27529 -7.349 -1.262 0.096 -0.3891
O 2.17227 0.23397 0.38094 6.291 1.632 0.651 -0.3218
H -2.99806 0.17719 -1.00448 -0.164 -0.227 -0.616 0.3371
H 0.66977 -0.93734 -1.18228 -0.666 1.503 1.127 0.3320
H -0.66612 -0.00501 1.30692 -7.825 -0.368 6.624 0.6237
H 3.00347 0.56343 0.97329 -2.319 -1.312 -2.745 0.3987
```
Forces are in eV/Å.

Summary:
Relative energy (zero: lowest compared OMol25 entry of this formula, charge and spin) in kJ/mol: 634.9
HOMO-LUMO gap in eV: 9.42

***

No. 3
# C2H4N2O2

An isolated molecule of C2H4N2O2 (the ωB97M-V functional and the def2-TZVPD basis, the Open Molecules 2025 dataset).

Geometry as XYZ:
```
10
Properties=species:S:1:pos:R:3:forces:R:3:mulliken_charge:R:1
O 0.05742 2.81191 1.32165 -0.860 0.459 0.027 -0.5591
N 0.84716 1.92550 1.19401 1.396 -0.275 -0.134 0.8834
O 2.06038 2.03466 1.15217 -0.368 0.233 -0.045 -0.5207
N 0.40234 0.59504 1.21173 -0.139 -1.910 -2.198 -0.2259
C -0.66765 0.08598 0.24306 -0.305 1.923 1.490 -0.2949
C 0.75235 -0.11455 -0.09704 -0.597 0.818 -0.245 -0.2948
H -1.27813 0.78610 -0.32080 0.359 0.218 0.056 0.2241
H -1.28973 -0.53183 0.87061 0.156 -0.887 -0.479 0.2739
H 1.11709 -1.15029 -0.16170 0.444 0.850 0.535 0.2851
H 1.07653 0.64452 -0.87887 -0.086 -1.430 0.994 0.2288
```
Forces are in eV/Å.

Summary:
Relative energy (zero: lowest compared OMol25 entry of this formula, charge and spin) in kJ/mol: 612.7
HOMO-LUMO gap in eV: 11.36

***

No. 4
# C2H4N2O2

An isolated molecule of C2H4N2O2 (the ωB97M-V functional and the def2-TZVPD basis, the Open Molecules 2025 dataset).

Geometry as XYZ:
```
10
Properties=species:S:1:pos:R:3:forces:R:3:mulliken_charge:R:1
C -0.10795 0.27139 1.54885 -0.385 -2.055 2.961 -0.6920
N -0.03501 0.55630 0.17791 1.047 2.382 -4.492 0.8990
O -0.30632 1.72527 -0.20854 -0.080 -1.263 0.562 -0.5590
N 0.39819 -0.35446 -0.56908 1.309 -0.929 2.366 -0.4396
C 0.29719 -0.72902 -1.86910 -2.818 -0.099 -0.867 0.1686
O 1.08354 -1.39029 -2.49197 -0.023 0.830 0.297 -0.4633
H -1.20876 0.00776 1.64773 1.316 0.161 0.558 0.2873
H 0.57245 -0.67768 1.73807 -1.596 2.205 -0.101 0.3097
H 0.13023 1.17934 2.17797 -0.190 -1.168 -0.926 0.2701
H -0.82356 -0.58861 -2.15183 1.418 -0.065 -0.358 0.2191
```
Forces are in eV/Å.

Summary:
Relative energy (zero: lowest compared OMol25 entry of this formula, charge and spin) in kJ/mol: 499.4
HOMO-LUMO gap (alpha / beta) in eV: 9.64 / 9.64

***

No. 5
# C2H4N2O2

An isolated molecule of C2H4N2O2 (the ωB97M-V functional and the def2-TZVPD basis, the Open Molecules 2025 dataset).

Geometry as XYZ:
```
10
Properties=species:S:1:pos:R:3:forces:R:3:mulliken_charge:R:1
O 3.09625 -1.04573 0.35753 -3.151 5.326 -1.971 -0.5512
N 2.41362 0.18759 -0.08013 5.128 -5.497 3.239 0.6774
O 2.92873 1.25890 -0.02124 -0.411 -0.001 -0.174 -0.4906
N 1.23305 -0.00131 -0.60490 -1.838 -0.030 0.325 -0.0878
C 0.11888 -0.71590 0.04124 0.904 0.047 -2.087 -0.3998
C 0.07133 0.76076 -0.14238 -0.248 -1.398 -0.216 -0.1796
H 0.19100 -1.29803 0.88020 1.072 -0.094 2.997 0.2664
H -0.29567 -1.44896 -0.59819 -0.936 0.133 -1.522 0.2212
H -0.44820 0.98568 -1.03665 -0.916 1.226 -0.154 0.2444
H 0.05631 1.34641 0.77088 0.395 0.289 -0.438 0.2996
```
Forces are in eV/Å.

Summary:
Relative energy (zero: lowest compared OMol25 entry of this formula, charge and spin) in kJ/mol: 747.8
HOMO-LUMO gap in eV: 9.98

***

No. 6
# C2H4N2O2

A cluster of 2 separate species, C2H4N2O2 in total (the ωB97M-V functional and the def2-TZVPD basis, the Open Molecules 2025 dataset).

Geometry as XYZ:
```
10
Properties=species:S:1:pos:R:3:forces:R:3:mulliken_charge:R:1
C 1.07413 1.08699 -0.07358 3.184 1.084 0.143 0.1674
C -1.79700 -0.55288 -0.21456 -1.956 -0.886 0.874 -0.3789
H 0.84377 -1.18037 0.76460 3.739 -0.610 -3.929 0.4757
H 1.50632 2.21299 0.12929 -1.499 -3.009 -1.065 0.2480
H -2.44102 0.31451 -0.24677 -0.606 -0.054 -0.857 0.2877
H -2.19898 -1.60006 -0.18377 0.704 1.208 -0.016 0.2632
N 2.04502 0.19822 -0.21812 -1.953 1.130 0.987 -0.2430
N -0.62502 -0.28840 0.10543 0.867 -1.688 0.171 -0.2688
O 1.93582 -1.22877 -0.06391 -4.784 2.433 3.186 -0.4020
O -0.34306 1.03779 0.00137 2.305 0.392 0.505 -0.1492
```
Forces are in eV/Å.

Summary:
Relative energy (zero: lowest compared OMol25 entry of this formula, charge and spin) in kJ/mol: 798.2
HOMO-LUMO gap in eV: 9.54

***

No. 7
# C2H4N2O2

An isolated molecule of C2H4N2O2 (the ωB97M-V functional and the def2-TZVPD basis, the Open Molecules 2025 dataset).

Geometry as XYZ:
```
10
Properties=species:S:1:pos:R:3:forces:R:3:mulliken_charge:R:1
H 2.14231 -1.42635 0.14727 1.864 0.585 0.251 0.2828
N 1.19868 -1.60416 0.01007 0.924 -5.551 0.203 -0.5472
C 0.43338 -0.70684 0.03506 -1.638 5.606 -2.165 0.3945
N -0.95207 -0.68798 -0.26592 0.441 -0.310 0.477 -0.2129
O -1.34293 0.66331 -0.21384 0.516 1.125 0.571 -0.2698
C -0.22707 1.38561 0.43794 -0.848 -1.578 -0.715 -0.0351
O 0.93499 0.67872 0.02336 -2.252 -0.713 0.969 -0.3531
H -1.16813 -1.01958 -1.22144 0.504 0.210 0.793 0.2845
H -0.34309 2.36836 0.00861 0.538 0.385 0.216 0.2354
H -0.33168 1.31364 1.54238 -0.050 0.241 -0.600 0.2210
```
Forces are in eV/Å.

Summary:
Relative energy (zero: lowest compared OMol25 entry of this formula, charge and spin) in kJ/mol: 398.2
HOMO-LUMO gap in eV: 10.23

***

No. 8
# C2H4N2O2S

A structure of composition C2H4N2O2S (the ωB97M-V functional and the def2-TZVPD basis, the Open Molecules 2025 dataset).

Geometry as XYZ:
```
11
Properties=species:S:1:pos:R:3:forces:R:3:mulliken_charge:R:1
C -0.37283 1.54030 0.01112 -1.671 -3.459 0.825 -0.0304
C -0.56871 -0.94136 0.08240 -0.387 7.986 0.023 -0.5335
N -1.63356 1.57680 0.13282 -1.715 -1.043 -1.466 -0.4970
N 0.30521 0.36669 0.02785 -1.791 -1.590 -0.752 -0.2879
O -2.87338 -0.28330 -1.26387 -0.018 0.225 -1.134 -0.5655
O -2.91120 -0.31495 1.16584 -1.206 -0.517 1.815 -0.5723
S -2.23659 -0.02534 -0.02911 2.189 0.632 0.742 1.0433
H 0.15646 2.39334 -0.02291 2.007 2.963 0.009 0.5213
H -0.40455 -1.46990 -0.73252 0.751 -2.664 -3.587 0.3479
H -0.51046 -1.35807 0.98882 0.205 -1.797 3.240 0.3533
H 1.23747 0.47930 0.29227 1.636 -0.735 0.285 0.2207
```
Forces are in eV/Å.

Summary:
Relative energy (zero: lowest compared OMol25 entry of this formula, charge and spin) in kJ/mol: 212.0
HOMO-LUMO gap in eV: 10.64

***

No. 9
# C2H4N2O2S2

An isolated molecule of C2H4N2O2S2 (the ωB97M-V functional and the def2-TZVPD basis, the Open Molecules 2025 dataset).

Geometry as XYZ:
```
12
Properties=species:S:1:pos:R:3:forces:R:3:mulliken_charge:R:1
O -1.75159 2.07363 0.07787 -1.524 -1.898 -0.528 -0.3557
N -0.84703 1.02661 0.00854 0.174 0.090 0.093 -0.0997
C -1.13863 -0.28573 -0.01533 -0.386 0.940 0.182 0.3242
S -2.68381 -0.92071 0.06744 0.832 0.354 -0.097 -0.4139
N 0.02647 -1.05945 -0.00093 0.063 -0.644 -0.580 -0.1751
O 1.15222 -0.34455 -0.51548 -0.370 -0.207 -0.491 -0.2448
C 2.21878 -0.55487 0.25402 0.869 0.680 1.189 0.0152
S 3.64324 0.17583 0.04359 -0.538 -0.416 -0.211 -0.2317
H -2.58224 1.58609 -0.20842 0.482 0.899 0.461 0.2988
H 0.01374 1.39602 -0.32895 0.671 -0.166 -0.065 0.2497
H 0.00113 -1.94757 -0.51555 -0.547 0.545 0.249 0.2707
H 1.94771 -1.14531 1.13319 0.274 -0.176 -0.201 0.3623
```
Forces are in eV/Å.

Summary:
Relative energy (zero: lowest compared OMol25 entry of this formula, charge and spin) in kJ/mol: 298.6
HOMO-LUMO gap in eV: 9.00

***

No. 10
# C2H4N2O2S2

An isolated molecule of C2H4N2O2S2 (the ωB97M-V functional and the def2-TZVPD basis, the Open Molecules 2025 dataset).

Geometry as XYZ:
```
12
Properties=species:S:1:pos:R:3:forces:R:3:mulliken_charge:R:1
O 2.04926 0.65036 1.02580 -0.304 0.524 0.029 -0.2739
N 1.62989 -0.62124 1.17321 -0.461 -0.521 -0.172 -0.1362
C 0.37958 -0.87331 1.23186 -0.047 -0.386 0.373 -0.2537
S -0.87838 0.39909 1.31925 0.002 -0.046 -0.487 -0.1297
C -1.06774 0.92015 -0.37330 0.006 -0.058 0.202 0.2472
S -1.78281 2.36646 -0.68860 0.241 -0.484 0.070 -0.2951
N -0.55188 0.12338 -1.36275 -1.132 1.606 -1.558 -0.1571
O -0.53613 -1.24365 -1.25429 -0.356 -0.582 0.314 -0.3986
H 1.27586 1.27101 1.03548 0.326 -0.468 0.071 0.3201
H 0.04953 -1.93163 1.32189 0.500 0.949 0.004 0.4247
H -0.95691 0.39373 -2.29349 0.738 -0.243 1.170 0.2720
H 0.38972 -1.45438 -1.13507 0.488 -0.291 -0.017 0.3801
```
Forces are in eV/Å.

Summary:
Relative energy (zero: lowest compared OMol25 entry of this formula, charge and spin) in kJ/mol: 301.9
HOMO-LUMO gap in eV: 9.00

***

Taking the records one at a time from the top gives maximum force values of 4.9, 12.0, 2.9, 5.2, 8.2, 6.2, 6.2, 8.0, 2.5, 2.5 eV/A.